{
  "formula": "C48H140N12O16",
  "method": "ωB97M-V with the def2-TZVPD basis set",
  "spin_multiplicity": 1,
  "e_above_lowest_kj_mol": 381.9,
  "orbital_gap_ev": 8.78,
  "largest_force_ha_per_bohr": 0.071,
  "total_energy_ha": -3773.397602,
  "symbols": ["C", "C", "C", "O", "C", "N", "H", "H", "H", "H", "H", "H", "H", "H", "H", "H", "H", "C", "C", "C", "O", "C", "N", "H", "H", "H", "H", "H", "H", "H", "H", "H", "H", "H", "C", "C", "C", "O", "C", "N", "H", "H", "H", "H", "H", "H", "H", "H", "H", "H", "H", "C", "C", "C", "O", "C", "N", "H", "H", "H", "H", "H", "H", "H", "H", "H", "H", "H", "C", "C", "C", "O", "C", "N", "H", "H", "H", "H", "H", "H", "H", "H", "H", "H", "H", "C", "C", "C", "O", "C", "N", "H", "H", "H", "H", "H", "H", "H", "H", "H", "H", "H", "C", "C", "C", "O", "C", "N", "H", "H", "H", "H", "H", "H", "H", "H", "H", "H", "H", "C", "C", "C", "O", "C", "N", "H", "H", "H", "H", "H", "H", "H", "H", "H", "H", "H", "C", "C", "C", "O", "C", "N", "H", "H", "H", "H", "H", "H", "H", "H", "H", "H", "H", "C", "C", "C", "O", "C", "N", "H", "H", "H", "H", "H", "H", "H", "H", "H", "H", "H", "C", "C", "C", "O", "C", "N", "H", "H", "H", "H", "H", "H", "H", "H", "H", "H", "H", "C", "C", "C", "O", "C", "N", "H", "H", "H", "H", "H", "H", "H", "H", "H", "H", "H", "O", "H", "H", "O", "H", "H", "O", "H", "H", "O", "H", "H"],
  "coordinates": [[0.34201, -3.78672, -5.80910], [-0.55570, -3.73881, -4.56752], [-2.00646, -4.12575, -4.89142], [-2.07531, -5.29305, -5.75523], [-3.40565, -5.50720, -6.24851], [0.10744, -4.68973, -3.69931], [0.12594, -3.05644, -6.58890], [0.26333, -4.71516, -6.37470], [1.38440, -3.58296, -5.56413], [-0.43944, -2.80249, -4.02173], [-2.46108, -3.29391, -5.42945], [-2.59550, -4.22588, -3.97977], [-3.28293, -6.06461, -7.17714], [-3.99890, -4.60726, -6.41057], [-3.88033, -6.11141, -5.47540], [-0.45490, -4.94081, -2.89879], [0.05777, -5.51372, -4.28127], [8.14312, 1.31838, -1.92555], [7.28473, 0.07361, -1.72890], [6.23351, 0.22916, -0.66883], [6.66409, 0.53853, 0.69200], [5.52786, 0.81479, 1.49397], [6.73525, -0.27709, -3.03002], [7.56324, 2.12160, -2.38016], [9.01124, 1.16855, -2.56743], [8.51747, 1.73966, -0.99255], [7.87765, -0.74973, -1.33060], [5.69066, -0.71485, -0.62137], [5.49800, 0.97749, -0.96401], [4.85543, -0.04249, 1.52575], [4.87738, 1.62130, 1.15558], [5.95043, 1.15142, 2.44066], [6.29496, -1.16140, -2.81969], [7.59597, -0.45692, -3.52695], [3.83001, -1.03688, -5.80707], [2.91445, -0.26185, -4.83220], [1.44019, -0.18749, -5.25797], [1.17200, 0.17905, -6.62419], [1.52600, 1.38522, -7.10449], [2.87206, -0.94244, -3.51449], [3.80654, -0.46802, -6.73656], [3.32614, -1.97108, -6.05500], [4.86495, -1.26491, -5.55208], [3.30104, 0.75472, -4.75983], [0.87853, 0.55999, -4.69769], [0.99964, -1.16408, -5.05723], [1.08645, 1.56294, -8.08597], [2.61311, 1.38222, -7.18374], [1.26666, 2.22283, -6.45700], [2.18389, -1.67461, -3.61665], [3.68110, -1.48218, -3.24203], [-5.00529, -1.65360, 3.50656], [-5.71237, -1.73965, 2.10618], [-4.90794, -2.69430, 1.14354], [-5.50247, -2.80293, -0.06717], [-4.71178, -3.49788, -1.03285], [-7.07403, -2.27896, 2.34641], [-4.71825, -2.61280, 3.93742], [-5.73086, -1.34414, 4.25882], [-4.13142, -1.00889, 3.41279], [-5.84473, -0.75710, 1.65320], [-4.82344, -3.69305, 1.57186], [-3.90383, -2.31195, 0.96004], [-3.78408, -2.95211, -1.20493], [-5.15375, -3.36230, -2.01995], [-4.64573, -4.55047, -0.75757], [-6.95513, -3.13540, 2.86839], [-7.31380, -2.51131, 1.39319], [2.29315, 4.81907, 5.00372], [1.14860, 4.82938, 3.97482], [0.81406, 3.38864, 3.47469], [1.91032, 2.81667, 2.67342], [1.61379, 1.57378, 2.14707], [-0.03395, 5.40855, 4.62280], [2.50859, 5.77325, 5.48458], [3.21086, 4.35420, 4.64346], [1.94655, 4.15247, 5.79341], [1.44440, 5.44586, 3.12596], [-0.07490, 3.26002, 2.85719], [0.66889, 2.76284, 4.35526], [0.59842, 1.52486, 1.75370], [1.70874, 0.88485, 2.98640], [2.35398, 1.24762, 1.41643], [-0.38113, 4.87950, 5.40998], [-0.81102, 5.42844, 3.97792], [3.31909, -2.48941, 2.72343], [4.14615, -2.31180, 4.04071], [3.26279, -2.49483, 5.33062], [2.18960, -1.54672, 5.45296], [1.43275, -1.78304, 6.65594], [5.23538, -3.28822, 4.14874], [2.64308, -1.63592, 2.67178], [2.79898, -3.44306, 2.81365], [3.99188, -2.57751, 1.87038], [4.64925, -1.34527, 4.06919], [3.91466, -2.50403, 6.20417], [2.77166, -3.46791, 5.32808], [1.02066, -2.79142, 6.61770], [0.66228, -1.03346, 6.83650], [2.04387, -1.76112, 7.55824], [4.91626, -4.23826, 4.27397], [5.80076, -3.26536, 3.31213], [-3.09985, -0.59273, -3.67928], [-2.19150, 0.61781, -3.31266], [-2.91384, 1.79527, -2.70190], [-3.99379, 2.30594, -3.55536], [-4.36533, 3.57752, -2.99265], [-1.04846, 0.02323, -2.56648], [-2.53417, -1.41584, -4.11584], [-3.64916, -0.28230, -4.56809], [-3.82045, -0.91429, -2.92733], [-1.69424, 0.99478, -4.20638], [-2.11442, 2.49602, -2.46111], [-3.26356, 1.53614, -1.70258], [-3.47540, 4.20619, -3.02253], [-4.63482, 3.60239, -1.93679], [-5.12765, 3.98614, -3.65598], [-1.48593, -0.16640, -1.67611], [-0.37337, 0.75422, -2.39322], [-2.96764, 1.16649, 6.11646], [-2.19037, 2.26740, 5.32692], [-2.86397, 2.81217, 4.04451], [-3.68975, 1.74994, 3.50739], [-4.45609, 2.16928, 2.36161], [-1.70745, 3.35638, 6.22228], [-3.89476, 1.50001, 6.58263], [-2.30956, 0.72806, 6.86667], [-3.31451, 0.36905, 5.45929], [-1.34323, 1.71252, 4.92372], [-2.15937, 3.21995, 3.31970], [-3.53343, 3.56977, 4.45190], [-3.71335, 2.71870, 1.78319], [-5.24041, 2.86032, 2.67047], [-5.00203, 1.41589, 1.79376], [-2.58351, 3.62322, 6.64822], [-1.12829, 3.00795, 6.97280], [0.79306, 6.59800, -4.03417], [0.92046, 5.12618, -3.79000], [1.83198, 4.75353, -2.54592], [1.74645, 3.30240, -2.30737], [2.48009, 2.91474, -1.20965], [-0.40022, 4.55010, -3.49634], [0.28888, 6.78097, -4.98308], [1.74754, 7.12430, -4.02524], [0.16121, 7.10274, -3.30335], [1.28972, 4.62502, -4.68475], [1.35507, 5.24937, -1.70046], [2.82235, 5.16742, -2.73554], [1.97047, 3.06019, -0.25715], [3.46614, 3.37571, -1.15208], [2.60420, 1.84945, -1.40418], [-0.66803, 4.05110, -4.33263], [-0.21406, 3.72384, -2.94613], [-2.73929, -5.56854, 3.27289], [-1.63547, -4.92514, 2.35997], [-0.33019, -4.58535, 3.13314], [-0.60058, -4.12461, 4.51392], [-1.18169, -2.81072, 4.49671], [-1.48981, -5.86979, 1.25528], [-2.41288, -6.49748, 3.74046], [-3.60491, -5.89904, 2.69882], [-3.05046, -4.90577, 4.08037], [-2.02305, -3.98311, 1.97208], [0.38387, -4.03086, 2.52425], [0.21364, -5.51091, 3.32207], [-0.84503, -2.26520, 5.37828], [-2.25472, -2.91612, 4.33671], [-0.88529, -2.15329, 3.67938], [-0.86332, -6.65006, 1.39238], [-2.31009, -6.45679, 1.20359], [1.77322, -1.20179, -0.22769], [0.53641, -2.01088, 0.00349], [-0.53593, -1.30278, 0.83095], [-0.74891, -0.00077, 0.24010], [-1.91442, 0.57859, 0.81693], [-0.00820, -2.35920, -1.31708], [1.59643, -0.40292, -0.94787], [2.58982, -1.84603, -0.55362], [2.05742, -0.72335, 0.70955], [0.79089, -2.86673, 0.62868], [-0.13002, -1.19724, 1.83703], [-1.43603, -1.91626, 0.79135], [-1.99783, 1.56655, 0.36406], [-1.75727, 0.76752, 1.87887], [-2.83250, 0.01391, 0.65455], [-0.24439, -1.51767, -1.82320], [0.77923, -2.67903, -1.86275], [-0.80135, 4.55943, 0.18599], [-1.62042, 5.79918, -0.14050], [-1.96068, 6.62247, 1.11310], [-2.93025, 5.88910, 1.85158], [-3.41169, 6.50976, 3.04791], [-0.86469, 6.71995, -1.00744], [0.23902, 4.78164, 0.42336], [-0.75368, 3.86816, -0.65542], [-1.39192, 3.92523, 0.84714], [-2.48450, 5.39464, -0.66758], [-2.47412, 7.54392, 0.83852], [-1.00986, 6.87188, 1.58410], [-4.08679, 7.28758, 2.69108], [-2.70315, 6.94058, 3.75535], [-4.05897, 5.81970, 3.58915], [-0.52985, 6.08779, -1.72043], [-1.45071, 7.39925, -1.47135], [-1.68845, -4.73465, -1.35096], [-1.21285, -3.90486, -1.31250], [-1.71893, -5.03611, -0.44299], [2.46223, -4.10131, -2.26624], [2.08474, -4.48777, -1.47606], [1.80431, -4.25200, -2.94496], [1.35487, -5.58382, -0.32097], [0.41570, -5.41222, -0.38983], [1.41312, -6.41379, 0.15231], [5.06200, -2.78467, -2.23426], [4.31528, -3.35179, -2.04185], [5.79307, -3.38777, -2.36854]],
  "forces_ev_per_a": [[-0.1, 1.1, -1.1], [0.7, -0.6, -0.5], [0.1, 0.4, -0.8], [0.0, 1.5, 0.5], [0.9, -0.7, 0.8], [0.0, -1.2, 0.0], [-0.4, 0.4, 0.2], [0.0, -0.3, 0.5], [0.0, -0.3, 0.3], [-0.8, 0.5, -0.5], [-0.1, 0.2, -0.2], [0.0, -0.5, 0.2], [-0.3, 0.0, 0.1], [0.3, 0.2, -0.1], [-0.6, -0.2, -0.3], [-0.3, 0.2, 0.3], [0.6, -0.8, 0.2], [0.1, 0.5, 0.5], [1.4, 1.1, 1.1], [-1.4, 0.2, 0.8], [-0.2, 0.1, -1.6], [0.5, 0.1, 0.0], [-0.2, -0.1, 0.9], [-0.3, -0.1, -0.1], [0.0, -0.3, -0.1], [0.0, -0.3, 0.2], [0.7, -0.1, -0.1], [-0.2, -0.2, 0.0], [-0.1, 0.3, -0.2], [0.1, -0.4, 0.5], [0.3, 0.4, -0.6], [-0.4, -0.5, 0.3], [-0.4, -0.4, -0.8], [-0.2, -0.3, -0.8], [-1.5, 0.3, -1.0], [1.2, -0.9, 0.6], [0.1, 1.1, -1.0], [-1.3, -3.3, 0.6], [1.5, 1.4, 0.0], [-0.8, 0.5, 0.0], [0.4, -0.1, -0.3], [0.1, -0.3, 0.0], [-0.2, 0.4, 0.6], [0.1, 0.1, 0.4], [0.3, 0.0, 0.8], [-0.3, 0.0, -0.5], [-0.1, -0.2, 0.0], [0.4, 0.6, -0.4], [-0.3, 0.3, 0.3], [-0.4, -0.2, 0.2], [0.7, 0.5, -0.3], [-0.4, 0.1, -1.0], [0.5, -1.7, 1.4], [0.5, 1.0, 1.5], [-1.5, 0.1, -2.3], [-0.6, 1.1, -0.2], [0.9, 0.7, -0.8], [0.3, -0.4, -0.6], [0.1, 0.8, -0.2], [0.0, 0.1, 0.5], [0.3, 0.0, 0.0], [0.1, -0.2, 0.7], [0.6, 0.2, 0.5], [0.7, -0.5, 0.7], [-0.7, -0.4, 0.2], [0.5, 0.0, -0.2], [-0.2, -0.3, 0.0], [-1.0, -0.5, -0.1], [-0.4, -0.9, 0.1], [-0.2, -0.5, 0.1], [1.8, -0.5, -0.5], [-0.3, 2.3, 0.5], [0.0, -0.8, 1.0], [0.2, 0.5, -0.6], [-0.2, 0.1, -0.4], [0.0, 0.2, -0.3], [0.0, -0.1, 0.4], [-0.2, 0.1, -0.1], [-0.3, 0.7, 0.0], [0.0, -0.2, 0.3], [-0.1, -0.1, -0.4], [-0.3, -0.8, 0.1], [-0.1, 0.5, -0.2], [0.2, -0.4, 0.1], [-0.1, 0.1, -0.3], [0.7, 0.2, 1.6], [-0.8, -0.8, 0.2], [-0.2, 0.3, -0.7], [0.2, 0.3, 0.6], [0.8, -0.4, -0.3], [0.1, 0.2, 0.3], [-0.2, -0.2, -0.4], [-0.4, 0.1, -0.1], [-0.1, 0.4, -0.1], [-0.3, 0.2, 0.0], [0.1, 0.4, 0.1], [0.1, -0.5, -0.3], [-0.4, -0.1, -0.1], [0.0, 0.0, -0.7], [0.5, 0.1, 0.0], [-0.2, -0.1, -0.1], [0.1, 0.0, 0.0], [0.0, 1.2, -1.5], [0.4, -2.0, -1.4], [-0.2, -0.5, 0.0], [1.5, -0.1, 2.2], [0.7, 0.1, -1.0], [-1.6, 1.3, 0.0], [0.4, -0.1, 0.7], [-0.7, 0.2, 0.2], [0.2, 0.0, 0.2], [-0.4, 0.0, -0.5], [-0.1, 0.9, -0.5], [-0.7, -0.2, 0.1], [0.1, 0.4, -0.3], [-0.5, -0.7, 0.1], [-0.1, 0.0, 0.4], [0.5, -0.2, 0.6], [0.4, 0.2, 0.3], [-0.3, 0.3, -0.8], [1.0, -1.6, -0.1], [-1.7, -0.9, 1.6], [0.0, -0.2, -0.3], [0.8, 1.3, 0.8], [-1.1, -0.4, -1.1], [0.1, 0.4, 0.2], [0.0, 0.1, 0.1], [0.3, 0.0, -0.2], [0.5, 0.1, 0.3], [-0.1, 0.0, 0.0], [-0.2, 0.7, -0.6], [-0.5, 0.1, -0.9], [0.0, 0.3, 0.2], [0.7, -0.6, 0.3], [0.0, 0.7, 0.5], [0.1, -0.4, 0.0], [-0.1, 0.9, 0.0], [0.5, -1.3, 1.3], [-1.8, -0.3, -1.2], [-0.2, 2.9, -1.8], [0.6, -1.3, 0.5], [-0.3, -0.6, -0.3], [0.2, -0.1, -0.2], [0.1, -0.1, -0.2], [0.1, -0.2, 0.2], [0.6, 0.1, 0.0], [0.3, 0.2, 0.3], [0.3, -0.6, 0.3], [-0.2, 0.2, 0.1], [0.1, 0.1, -0.1], [0.3, -0.2, 0.6], [-0.7, 0.4, -0.6], [0.1, -0.1, 0.8], [0.6, 0.5, 0.4], [-1.1, -0.8, 1.5], [-0.6, -1.7, 1.4], [0.6, 0.9, -2.6], [0.1, -0.1, -0.2], [0.5, -0.5, -1.0], [0.6, 0.1, 0.1], [-0.1, 0.5, -0.3], [-0.2, 0.0, -0.1], [-0.2, 0.0, -0.3], [-0.3, 0.9, 0.3], [-0.1, -0.4, 0.0], [-0.6, -0.3, 0.2], [-0.2, 0.3, 0.7], [0.6, -0.4, -0.4], [1.1, 0.4, 0.6], [-0.8, 0.5, -0.2], [0.5, 0.7, 1.0], [-0.7, 0.5, -0.4], [1.3, 0.6, -1.3], [-0.9, -1.1, 1.0], [0.9, 1.0, -0.2], [-0.1, -1.2, 0.4], [0.1, -0.2, -0.1], [0.0, 0.2, -0.2], [0.3, 0.0, 0.0], [0.0, -0.6, -0.4], [-0.3, 0.2, 0.3], [-0.3, 0.1, 0.2], [-0.2, 0.0, -0.2], [-0.2, -0.3, 0.3], [0.0, -0.2, -0.1], [-0.4, 0.3, 0.1], [0.3, -0.5, -0.1], [-0.3, -0.4, -0.7], [0.2, 0.8, 0.1], [-1.3, -0.7, -0.9], [1.0, -0.7, 1.5], [-0.9, 0.3, -1.0], [0.5, -1.0, 0.3], [-0.1, -0.1, 0.7], [0.1, 0.3, -0.7], [0.5, 0.3, 0.9], [-0.7, 0.4, 0.3], [0.3, 0.4, -0.3], [-0.1, -0.2, 0.7], [0.0, 0.5, 0.3], [0.5, -0.2, -0.3], [0.3, -0.3, -0.1], [0.2, 0.3, -0.6], [-0.3, 0.0, 0.1], [-0.4, -0.7, -0.6], [0.5, 1.3, -0.1], [0.0, -0.4, 0.7], [1.4, 0.9, 0.3], [0.0, -0.5, 0.3], [-0.8, -0.4, -0.8], [0.1, 0.0, 0.4], [-0.7, 0.1, -0.1], [0.2, -0.2, 0.0], [0.6, 0.4, 0.1], [-0.9, -0.4, -0.1], [0.2, -0.2, -0.1]]
}